{
  "formula": "C22H51BCoN4O2Si2",
  "method": "wB97M-V/def2-TZVPD",
  "s_squared": 6.01,
  "max_force_ev_per_a": 4.42,
  "relative_energy_kj_mol": 0.0,
  "total_charge": 1,
  "lumo_ha": [-0.0728, -0.1029],
  "multiplicity": 5,
  "species": ["O", "O", "C", "C", "H", "H", "H", "H", "H", "C", "C", "H", "H", "H", "H", "H", "C", "C", "C", "H", "H", "H", "H", "H", "C", "H", "H", "H", "H", "H", "H", "Co", "C", "Si", "H", "H", "C", "C", "C", "C", "Si", "H", "H", "C", "C", "C", "H", "H", "H", "H", "H", "H", "H", "H", "H", "H", "H", "H", "H", "H", "H", "H", "H", "H", "B", "N", "C", "C", "C", "N", "N", "C", "C", "C", "N", "H", "H", "H", "H", "H", "H", "H", "H"],
  "coordinates": [[3.08, 2.49, 1.07], [4.34, 0.62, 0.43], [2.36, 2.94, -0.15], [1.77, 4.31, 0.07], [1.59, 2.18, -0.37], [3.12, 2.93, -0.93], [0.88, 4.27, 0.70], [1.47, 4.73, -0.90], [2.51, 4.99, 0.51], [2.25, 2.34, 2.31], [3.22, 2.13, 3.44], [1.56, 1.50, 2.16], [1.67, 3.27, 2.41], [3.82, 1.23, 3.26], [2.67, 2.02, 4.38], [3.89, 2.99, 3.54], [4.00, -0.79, 0.56], [5.22, 0.91, -0.68], [2.87, -0.99, 1.52], [4.92, -1.29, 0.89], [3.75, -1.18, -0.44], [3.05, -0.51, 2.49], [2.75, -2.06, 1.69], [1.93, -0.62, 1.09], [6.33, 1.84, -0.26], [4.61, 1.35, -1.48], [5.62, -0.05, -1.05], [5.93, 2.79, 0.12], [6.95, 2.06, -1.13], [6.96, 1.38, 0.50], [3.68, 1.63, 0.86], [-1.87, -1.10, -0.25], [-0.43, -0.44, -1.15], [0.32, -0.86, -2.86], [0.38, -0.58, -0.39], [-0.59, 0.66, -1.17], [0.97, 0.81, -3.43], [-0.85, -1.52, -4.15], [1.69, -2.12, -2.62], [-3.07, -1.38, -1.70], [-4.84, -1.00, -1.18], [-2.91, -2.44, -1.96], [-2.75, -0.79, -2.58], [-5.96, -1.46, -2.63], [-5.07, 0.83, -0.82], [-5.35, -2.01, 0.32], [1.82, -2.66, -3.57], [1.43, -2.86, -1.85], [2.64, -1.65, -2.36], [0.14, 1.53, -3.50], [1.42, 0.73, -4.43], [1.73, 1.23, -2.75], [-1.54, -0.75, -4.50], [-1.42, -2.38, -3.79], [-0.23, -1.84, -5.01], [-4.25, 1.43, -1.21], [-5.14, 1.00, 0.27], [-6.01, 1.18, -1.28], [-5.46, -1.37, 1.20], [-4.61, -2.79, 0.55], [-6.31, -2.49, 0.12], [-6.98, -1.68, -2.28], [-5.58, -2.34, -3.16], [-6.03, -0.63, -3.35], [-2.91, -1.44, 2.94], [-2.63, -0.02, 2.35], [-2.73, 1.18, 2.96], [-2.36, 2.18, 2.06], [-2.05, 1.53, 0.86], [-2.19, 0.18, 1.05], [-1.80, -2.37, 2.36], [-1.00, -3.23, 3.02], [-0.12, -3.82, 2.11], [-0.43, -3.28, 0.86], [-1.44, -2.36, 1.02], [-4.02, -1.85, 2.72], [-2.75, -1.37, 4.15], [-3.07, 1.23, 3.98], [-2.33, 3.24, 2.23], [-1.73, 1.93, -0.08], [-1.11, -3.36, 4.09], [0.64, -4.54, 2.33], [-0.01, -3.48, -0.11]]
}